1.
Below is a structure of composition C43H68BMoN8S3Si3, with properties calculated with the ωB97M-V functional and the def2-TZVPD basis.

2S+1 ... 3
Highest occupied orbital energy (alpha / beta) ... -9.112 / -9.536 eV
Expectation value of S² ... 2.06
ΔE to the lowest compared entry with this formula, charge and spin ... 0.00 kJ/mol
Net charge ... +1

```
127
Properties=species:S:1:pos:R:3:forces:R:3:lowdin_spin:R:1
Mo -0.12806 1.34796 -0.13309 0.09 -0.11 -0.41 1.889
S 0.40280 3.64608 0.46674 0.00 0.00 0.11 0.049
S -1.62070 -1.04927 1.77475 -0.16 0.07 0.11 0.039
S 1.88257 0.05943 0.72974 0.00 0.03 0.11 0.026
Si 1.74656 1.55073 -2.84693 -0.08 0.00 -0.07 0.004
Si -0.94006 0.02241 -3.09392 -0.10 -0.05 0.12 -0.009
Si -2.50638 2.35910 -0.11994 -0.05 0.02 0.05 -0.004
N 2.76079 -0.71097 3.22556 0.06 -0.02 0.02 0.005
N 2.67277 -8.51040 -0.75614 -0.03 0.06 0.01 0.000
N -1.49016 0.97657 3.57786 -0.02 -0.05 0.08 0.002
N -3.29656 -0.23238 3.83362 0.04 -0.10 0.00 0.002
N 0.14403 2.93259 3.14677 0.02 -0.08 -0.08 0.009
N 0.96293 0.52622 3.27195 -0.06 0.06 0.10 0.004
N -1.61213 -2.22493 -1.32191 0.16 -0.03 -0.05 0.001
N 0.61247 5.04495 2.80218 0.05 0.07 0.01 0.011
C -0.38705 6.77441 1.34443 0.01 0.02 0.01 0.002
C 0.60974 4.83134 4.17206 0.00 0.02 -0.07 0.002
C -4.99790 -1.20675 2.32539 -0.01 0.00 0.08 0.000
C 0.93885 -4.13301 0.26932 -0.06 -0.09 -0.02 0.000
C -4.34510 -1.29618 3.70658 0.01 0.10 -0.03 0.000
C -2.06978 -1.29379 -2.19478 -0.04 -0.02 -0.01 0.006
C -3.70850 -2.66156 3.95576 -0.02 -0.01 0.00 0.002
C -0.11681 -1.10493 -4.34809 0.04 -0.07 -0.09 -0.002
C 0.33461 3.53363 4.37805 -0.05 -0.03 0.02 0.004
C -2.41778 -3.12666 -0.72943 0.01 0.03 -0.01 0.000
C 1.55887 -6.17337 -0.82968 0.03 -0.07 -0.02 0.000
C 1.33618 2.40892 -4.46416 0.00 0.03 -0.08 0.002
C 1.26284 0.17636 4.57377 -0.01 0.00 -0.02 0.002
C 2.37321 -0.58063 4.55189 0.01 -0.03 -0.05 0.001
C 0.84539 6.39121 2.16387 -0.04 -0.09 0.04 0.000
C -3.75601 -3.18482 -1.01945 0.03 -0.04 0.03 0.001
C -4.26216 -2.29970 -1.95819 -0.06 0.00 -0.03 0.000
C 2.89884 2.65896 -1.87063 0.03 -0.04 0.06 0.004
C -3.00079 3.19622 1.50570 -0.03 0.05 0.05 -0.005
C 4.93447 -0.52096 2.05928 0.02 0.00 0.01 0.001
C 3.97798 -1.47108 2.77699 -0.07 0.04 0.03 0.000
C -2.62850 3.73911 -1.42374 0.00 0.04 -0.03 0.002
C 4.68540 -2.03511 4.00631 0.02 -0.02 0.01 0.000
C -3.98843 1.21131 -0.41581 -0.04 -0.05 0.00 -0.006
C 0.99712 -5.71035 -2.01959 0.00 0.00 -0.01 0.000
C -2.16561 -0.09705 3.08565 -0.03 -0.01 0.08 0.005
C 2.12193 6.35290 1.32547 0.01 0.02 0.00 0.001
C 1.52723 -5.38744 0.31676 -0.01 0.03 0.05 0.000
C 1.02656 7.42808 3.26987 0.00 0.02 0.01 0.000
C 0.35708 3.86126 2.18640 0.02 0.06 -0.04 0.016
C -3.31205 0.76511 4.79654 -0.04 -0.02 -0.02 0.000
C 0.14644 1.01749 -2.00141 0.29 0.05 0.36 -0.079
C -2.20404 1.50801 4.63462 -0.01 0.07 -0.11 0.001
C 2.17740 -7.47438 -0.78860 -0.01 0.01 -0.01 0.000
C -0.16875 -2.26514 -0.94440 -0.13 -0.14 -0.16 0.000
C 3.55242 -2.63743 1.88736 0.02 0.02 0.01 0.001
C 0.39559 -3.65807 -0.91745 -0.01 0.06 0.03 0.000
C -2.12534 1.12396 -4.01813 -0.09 0.01 -0.05 -0.006
C 2.78836 0.02176 -3.19216 0.07 -0.06 -0.04 -0.003
C 1.87060 -0.02993 2.45434 0.08 -0.09 -0.04 0.005
C -5.41900 -1.05045 4.76238 -0.04 -0.01 0.03 0.000
C 0.42037 -4.45438 -2.05895 0.01 0.00 -0.05 0.000
C -3.41845 -1.36907 -2.53281 0.03 0.07 0.04 0.001
B -0.20712 1.45454 2.89432 0.16 0.07 0.01 0.002
H -4.30513 -1.49133 1.53811 0.05 -0.02 -0.01 0.000
H -3.26767 -2.69969 4.95370 -0.01 0.00 -0.01 0.000
H 2.25347 2.74641 -4.95444 -0.03 0.00 0.00 0.001
H -3.96960 3.68077 1.34190 0.03 0.00 0.02 -0.001
H 5.27203 0.26326 2.73921 -0.01 0.00 -0.01 0.000
H 5.80753 -1.08509 1.72863 -0.01 0.01 0.01 0.000
H -4.89230 1.76537 -0.13848 0.00 -0.04 -0.03 -0.001
H -3.12647 2.49120 2.32923 -0.01 0.00 0.00 0.000
H -5.86294 -1.87242 2.30164 0.04 0.00 -0.02 0.000
H -0.06791 -1.80578 0.03158 0.03 0.10 0.10 0.000
H 2.43274 3.44126 -1.27996 -0.10 0.09 -0.01 0.000
H 0.64672 0.47322 5.40559 0.02 -0.01 -0.04 0.000
H 4.42680 -3.25073 1.66537 -0.01 0.00 0.00 0.000
H -1.91480 2.40726 5.14531 0.04 -0.01 0.01 0.000
H 3.57801 3.13630 -2.58419 0.01 -0.05 0.02 0.000
H -5.90805 -0.08371 4.63053 0.00 -0.03 -0.01 0.000
H 1.02562 -6.33331 -2.90322 0.00 0.01 0.01 0.000
H 1.16971 8.39629 2.79250 0.00 -0.01 0.01 0.000
H -6.17885 -1.82286 4.65291 0.00 0.00 0.00 0.000
H 2.96758 6.02583 1.93337 -0.01 0.01 -0.01 0.000
H -2.29722 3.97285 1.81725 -0.02 -0.04 0.00 0.000
H 2.82083 -3.26018 2.40801 0.05 0.03 0.00 0.000
H -2.85030 4.69352 -0.93726 0.02 -0.01 -0.02 0.000
H 4.06857 -2.75972 4.54050 0.01 0.01 -0.01 0.000
H -1.94131 -3.80048 -0.03332 0.00 0.01 0.03 0.000
H -2.88494 1.55084 -3.36116 0.01 0.01 -0.01 0.000
H -1.56099 1.96191 -4.43539 -0.01 -0.05 0.02 0.000
H -5.02323 -1.12069 5.77683 0.00 0.00 -0.02 0.000
H 0.70588 3.28663 -4.29619 0.03 -0.01 0.00 0.000
H 0.37338 -1.64207 -1.65015 0.00 0.03 -0.03 -0.001
H 2.90588 -1.04152 5.36062 -0.02 0.02 -0.02 0.000
H -2.93644 -2.87707 3.22095 0.01 0.00 0.00 0.001
H 0.81386 1.75193 -5.16519 0.01 0.05 0.02 0.000
H -0.45619 1.35632 1.74791 -0.18 0.00 -0.08 0.007
H 0.60872 -1.79938 -3.91979 -0.04 0.01 -0.02 0.000
H -3.80553 -0.66671 -3.25638 0.00 0.01 0.02 0.000
H -5.30833 -2.33238 -2.23515 0.02 0.01 0.01 0.000
H 1.95788 -5.76142 1.23618 0.00 0.00 -0.01 0.000
H 5.58026 -2.55271 3.66411 0.00 -0.01 0.00 0.000
H 2.03530 5.69574 0.46520 -0.01 -0.01 0.00 0.000
H 2.83236 -0.62651 -2.30974 0.00 0.02 -0.02 0.000
H -5.34279 -0.18920 2.13115 -0.01 -0.03 0.02 0.000
H 1.90838 7.23106 3.88158 -0.01 0.00 -0.01 0.000
H -3.94516 0.30417 0.19376 0.05 0.08 -0.07 0.000
H 0.39633 -0.52680 -5.11996 -0.02 -0.04 0.04 0.000
H -0.89907 -1.68995 -4.84131 0.02 0.00 -0.02 0.000
H 0.27681 2.99021 5.30415 -0.02 -0.01 -0.02 0.000
H -4.09940 0.91725 -1.46015 0.02 0.02 0.00 0.000
H -1.27486 6.78782 1.97999 0.02 0.01 -0.01 0.000
H -2.61416 0.60607 -4.84788 -0.01 0.03 0.02 -0.001
H 3.81266 0.34388 -3.40327 -0.02 -0.03 0.00 0.000
H -0.24161 7.77747 0.94120 0.00 -0.02 0.00 0.000
H 5.00351 -1.25093 4.69405 0.00 0.00 -0.01 0.000
H 3.12646 -2.29520 0.94755 -0.02 0.00 0.01 0.001
H 3.50202 2.05008 -1.19199 -0.02 0.04 0.03 0.000
H -4.11418 0.88412 5.49895 0.05 -0.01 -0.02 0.000
H 2.33188 7.36081 0.96517 0.00 -0.02 0.00 0.000
H -0.56199 6.09536 0.51419 0.01 -0.02 -0.01 0.001
H -4.37540 -3.91967 -0.52681 0.00 0.00 -0.01 0.000
H 0.14652 7.50381 3.91041 0.01 0.00 -0.01 0.000
H -4.47888 -3.43225 3.89415 0.01 0.02 0.00 0.000
H -1.70849 3.86494 -1.99657 -0.01 -0.02 0.01 0.000
H 4.47654 -0.05808 1.18917 -0.01 -0.01 -0.01 0.001
H 0.89448 -3.51535 1.15849 0.00 0.00 -0.03 0.000
H 0.80133 5.61132 4.88236 0.01 -0.02 -0.02 0.000
H -3.43833 3.54129 -2.13265 0.02 0.01 0.03 0.000
H -0.00770 -4.09080 -2.98735 0.02 0.00 0.03 0.000
H 2.45084 -0.57284 -4.04219 0.04 0.06 0.08 0.000
```
Forces are in eV/Å.

---

2.
Below is a cluster of 5 separate species, C43H72BN5O5Si in total, with properties calculated with the ωB97M-V functional and the def2-TZVPD basis.

2S+1 ... 1
Highest occupied orbital energy ... -7.811 eV
Net charge ... 0

```
127
Properties=species:S:1:pos:R:3:forces:R:3:lowdin_charge:R:1
Si 0.77876 -1.94940 3.79343 1.01 -0.70 0.43 0.426
O 4.56097 0.32543 -1.26845 0.05 -0.12 -0.21 -0.205
O -3.61960 -0.14883 1.15994 0.46 0.51 0.00 -0.102
O -7.16785 1.83946 2.36766 0.26 0.49 -0.68 0.162
O -6.37146 0.38583 0.70406 0.41 0.96 -0.16 0.061
O -0.47751 -2.54270 2.85220 -0.27 0.87 0.37 -0.267
N 5.75670 0.71240 -7.97224 -0.07 0.02 0.03 -0.001
N -4.45676 3.12777 1.08504 -0.20 -0.25 -0.06 0.053
N 8.78223 3.80169 0.71704 0.00 -0.06 0.07 0.001
N -1.31596 -5.04484 1.60051 -0.10 0.04 -0.09 0.025
N -4.48337 6.27143 3.38986 -0.05 -0.04 0.04 0.003
C 5.72491 -1.76579 -1.85894 -0.02 0.71 -0.36 -0.169
C -2.22563 2.40355 -2.45458 0.33 0.17 -0.01 -0.096
C -6.45721 5.71109 4.22391 0.01 -0.04 -0.01 -0.108
C -1.20895 -0.78058 1.33614 -0.44 0.80 0.25 -0.121
C 2.09401 -3.30702 3.83702 0.01 0.78 -0.02 -0.157
C 1.62805 -0.42317 3.08467 -0.23 -0.07 -0.35 -0.163
C -5.68048 5.67324 3.09667 0.01 -0.07 -0.11 -0.158
C 0.82611 -2.49169 -2.93801 0.39 0.36 1.02 -0.178
C -2.78627 -1.78711 -0.34110 -0.91 0.53 -0.40 -0.113
C -3.57953 2.14499 -2.38284 0.16 -0.40 -0.99 -0.096
C -2.35449 3.15765 -0.18674 0.26 0.48 1.05 -0.056
C -5.70133 6.36157 5.23652 0.02 0.01 0.03 -0.107
C -0.32155 -2.09036 -1.96113 -0.49 -1.35 -1.07 -0.203
C -1.53888 -1.56453 2.62239 0.81 -0.27 -0.67 -0.190
C -1.65848 -2.02355 -2.71994 -0.42 1.04 0.04 -0.194
C 5.80483 1.12475 -6.66829 0.07 -0.02 -0.01 -0.143
C 5.75843 -0.21005 -1.83489 0.11 -0.78 0.29 -0.216
C -1.35024 -5.46206 0.29890 0.02 0.01 0.10 -0.141
C 4.59030 0.85356 -6.09755 -0.03 0.01 0.09 -0.119
C -4.64593 1.94686 1.98715 0.11 -0.44 0.06 -0.148
C 8.02671 2.68906 0.46748 -0.05 0.04 -0.10 -0.152
C -7.44787 0.72062 -0.18029 -0.55 -1.26 -0.75 -0.231
C -1.65179 -6.08579 2.41852 0.03 0.06 0.00 -0.140
C -1.89676 -7.18367 1.63387 -0.02 -0.04 0.07 -0.118
C 8.47236 1.68457 1.28439 -0.04 -0.01 -0.01 -0.116
C 2.10529 -1.61926 -2.72557 -0.55 -0.55 -0.11 -0.180
C -4.49155 6.69704 4.69118 0.06 -0.02 -0.01 -0.139
C -4.29520 2.35891 -1.23065 -1.17 -0.32 -0.19 -0.009
C 9.53685 2.21431 2.06270 0.02 0.01 0.02 -0.112
C -3.70677 2.87199 -0.09168 0.09 0.26 -0.20 -0.274
C -2.43922 -0.48758 0.43874 0.31 -1.35 -0.06 -0.309
C 3.29324 -2.36908 -2.05501 -0.17 0.60 -0.84 -0.184
C 9.70189 3.52173 1.69121 0.02 0.05 -0.03 -0.143
C -1.70456 -6.78702 0.28525 0.00 0.01 -0.08 -0.114
C 4.52164 0.18805 -8.24263 0.05 -0.03 -0.05 -0.143
C -1.62369 2.92278 -1.32793 0.82 0.20 -0.10 -0.097
C 4.65398 0.43219 0.13672 0.28 0.04 0.15 -0.111
C 3.77474 0.25844 -7.09744 -0.01 -0.01 -0.03 -0.112
C 4.62290 -2.20965 -2.87214 -0.22 -0.05 2.03 -0.162
C -3.47276 0.95491 2.03145 -0.11 0.09 1.00 -0.165
C -7.33833 -0.23655 -1.38709 0.51 -0.26 0.80 -0.057
C 0.29994 -1.55508 5.56850 -0.05 0.04 0.08 -0.166
C -2.88373 -1.55715 -1.87701 0.32 -0.35 0.22 -0.161
B -6.08974 1.33063 1.65424 -0.48 -0.08 0.40 -0.580
H 6.58946 0.17233 -1.22227 0.17 -0.10 -0.45 0.107
H -0.50095 -1.37652 0.75369 -0.07 0.15 0.08 0.104
H 2.75707 -0.07830 -6.98745 0.01 0.01 0.00 0.089
H 1.92211 -4.03808 4.63179 -0.03 -0.12 -0.35 0.032
H 1.11592 -3.52422 -2.70395 -0.20 0.09 -0.25 0.096
H 4.28318 -0.18935 -9.22254 -0.01 -0.01 0.02 0.105
H 10.11398 1.69441 2.80925 -0.01 0.01 -0.01 0.090
H -1.64607 2.24487 -3.35861 -0.17 -0.06 0.07 0.108
H -1.81438 -7.40157 -0.59332 0.00 0.01 0.01 0.087
H 5.16651 -0.43022 0.59407 -0.25 0.03 -0.14 0.088
H -0.41108 -2.92209 -1.25213 0.14 0.52 0.35 0.078
H 1.22611 -1.55427 6.16327 -0.10 0.02 -0.21 0.038
H 3.06495 -3.42981 -1.89410 -0.01 0.15 -0.18 0.104
H -6.01212 6.56078 6.24857 0.00 0.00 -0.01 0.092
H -1.52226 -1.26944 -3.51321 -0.05 -0.27 0.02 0.105
H -2.47918 -2.10897 2.48660 0.11 0.11 0.32 0.133
H -0.13749 -0.55545 5.68690 -0.07 -0.25 -0.01 0.030
H -0.35139 -2.30552 6.03229 -0.01 0.18 -0.17 0.037
H -2.19848 0.33186 -0.25514 0.03 -0.15 0.09 0.129
H -1.85538 3.59673 0.67911 -0.05 -0.13 -0.12 0.116
H -1.68687 -5.95751 3.48748 0.00 -0.02 -0.01 0.105
H -0.13044 -1.14842 -1.43972 0.04 -0.13 -0.07 0.103
H -0.72015 0.17198 1.57907 0.08 -0.24 0.05 0.099
H 1.89868 -0.66035 2.04474 -0.09 0.27 0.13 0.027
H 10.39194 4.27416 2.03349 0.00 -0.03 0.01 0.105
H -2.12451 -2.61046 -0.05882 0.00 0.15 -0.20 0.083
H 5.48775 -2.06428 -0.83042 0.06 -0.39 -0.28 0.094
H 6.71545 -2.16993 -2.10154 -0.10 0.22 -0.03 0.108
H 4.84427 -3.16344 -3.35818 0.18 0.30 -0.13 0.105
H -6.63187 0.12198 -2.14249 -0.34 0.03 -0.06 0.064
H -4.72356 2.35848 3.00472 0.03 0.03 -0.23 0.140
H -4.09152 3.91658 1.60200 0.25 -0.22 -0.02 0.090
H 6.51098 0.78429 -8.62967 -0.02 0.01 0.01 0.142
H 5.24772 1.31746 0.41900 -0.24 -0.07 -0.01 0.077
H -1.11954 -4.78498 -0.50552 0.00 -0.04 -0.03 0.085
H -2.18221 -8.16080 1.98776 0.00 0.01 0.00 0.086
H 5.82860 0.10619 -2.88149 0.05 0.41 0.31 0.112
H 3.64447 0.50199 0.55237 0.17 0.07 -0.10 0.079
H -6.89279 -1.15430 -0.97951 -0.16 0.09 -0.16 0.080
H -5.35654 2.12944 -1.27329 0.12 0.10 0.32 0.105
H 6.69562 1.57293 -6.26159 -0.02 -0.01 0.02 0.104
H 2.38046 -1.19237 -3.69702 0.25 -0.09 0.22 0.096
H -3.79155 -2.05221 -2.24370 0.22 0.06 -0.04 0.104
H -4.06787 1.76433 -3.27749 -0.13 0.02 0.24 0.113
H -1.91464 -2.95245 -3.24375 0.39 -0.06 0.28 0.110
H -7.45679 5.31804 4.31393 0.00 0.03 0.00 0.092
H 7.24079 2.70868 -0.26920 0.02 -0.02 0.00 0.099
H 8.67785 4.68704 0.25697 -0.01 -0.02 0.01 0.143
H -0.56185 3.16240 -1.31129 -0.17 -0.06 -0.13 0.109
H 1.00606 0.48003 3.11026 0.09 -0.17 -0.14 0.031
H 2.56124 -0.18325 3.60860 -0.19 -0.21 0.08 0.040
H -1.08012 -4.11207 1.91908 0.14 -0.16 0.05 0.097
H -8.41316 0.51472 0.29678 0.19 0.38 0.14 0.121
H 1.84825 -0.77617 -2.07352 0.03 -0.01 -0.28 0.095
H -3.63823 7.19930 5.11435 -0.02 -0.01 0.02 0.106
H 4.50902 -1.39609 -3.59376 0.01 -0.39 -0.19 0.083
H 0.46474 -2.49368 -3.97166 0.14 0.24 0.12 0.101
H 2.25355 -3.75620 2.85128 -0.17 -0.22 0.26 0.034
H -6.97797 2.74996 2.63187 -0.07 -0.25 0.41 0.090
H -3.71820 6.38238 2.74997 -0.03 0.07 0.00 0.141
H -3.43620 0.55407 3.06299 -0.07 0.09 -0.19 0.131
H -5.87517 5.27379 2.11430 -0.03 0.04 0.00 0.100
H 3.41939 -1.93149 -1.06072 0.10 -0.14 -0.16 0.084
H -7.39870 1.76304 -0.51882 -0.04 -0.08 0.35 0.116
H 3.02924 -2.77729 4.08006 -0.14 -0.19 0.04 0.030
H 8.07939 0.68157 1.32172 0.00 0.01 0.00 0.086
H 4.31001 1.05721 -5.07636 0.02 0.02 -0.01 0.085
H -3.78788 -2.09768 -0.01554 0.22 0.15 0.13 0.122
H -8.31444 -0.51731 -1.78986 0.17 0.36 -0.21 0.072
H -3.03836 -0.48486 -2.03775 -0.02 -0.16 0.04 0.079
H -1.55796 -0.90611 3.50132 -0.52 -0.07 -0.20 0.102
H -2.52006 1.49385 1.91381 -0.18 -0.15 -0.32 0.122
```
Forces are in eV/Å.

---

Record-wise maximum force values, in Eh/bohr: 0.0089; 0.0396